2 unconnected molecules or ions with the total composition C8H11N3O in a non-equilibrium geometry. Source: the OMol25 dataset; level of theory: ωB97M-V/def2-TZVPD.

Kohn-Sham gap (eV): 6.9
HOMO energy (eV): -8.7893
SMILES: C[C@@H]1CCNC1.N#CC(=O)C#N
Energy above the lowest of the compared OMol25 structures with the same formula, charge and spin (eV): 2.6552
2S+1: 1
Charge: 0

Atoms and positions in Å:
C 1.74 0.20 1.27
C 0.47 1.05 1.18
C -0.74 0.23 0.66
C -1.16 0.94 -0.64
N 0.09 1.58 -1.07
C 0.61 2.18 0.15
H 2.03 -0.17 0.29
H 1.59 -0.68 1.91
H 2.58 0.77 1.67
H 0.25 1.46 2.17
H -1.56 0.19 1.38
H -0.44 -0.78 0.48
H -1.53 0.25 -1.41
H -1.95 1.68 -0.44
H -0.08 2.26 -1.80
H 0.03 3.06 0.46
H 1.66 2.50 0.01
N 0.79 -0.85 -1.07
C 0.08 -1.74 -1.26
C -0.84 -2.86 -1.52
O -1.38 -3.03 -2.57
C -1.03 -3.76 -0.38
N -1.20 -4.48 0.52